Entry 1:
Here is one molecule with the formula C4H8N2OS in a non-equilibrium geometry from OMol25. Energies are from ωB97M-V with the def2-TZVPD basis set.

Summary:
HOMO-LUMO gap = 9.90 eV
Spin multiplicity = 1
Strongest force on any atom = 1.985 eV/Å
HOMO level = -0.340 hartree

```
16
Properties=species:S:1:pos:R:3:forces:R:3
C 1.9891 0.1372 -0.4567 0.204 0.956 -1.524
C 0.5532 -0.2188 -0.0720 -1.115 -0.454 0.400
C 0.0104 0.0230 1.3190 0.327 -1.088 1.123
C -1.6177 1.2413 -0.2982 1.075 0.259 0.062
H 2.7557 -1.6177 -0.8907 0.259 1.099 1.048
H 2.0925 0.4061 -1.5691 -0.679 -0.121 1.360
H 2.3474 1.0514 0.0877 -0.534 -0.939 -0.204
H 0.0372 -1.1096 -0.5193 0.841 0.992 -0.073
H -0.8054 -0.6524 1.7058 1.282 0.708 -0.347
H 0.7620 0.3950 2.0448 -0.830 -0.141 -0.227
H -1.6785 2.3138 -0.5737 0.045 -0.716 0.114
H -3.8642 -1.4017 -0.1999 0.144 0.193 -0.136
N -0.3094 0.9288 0.2802 -0.751 1.055 -1.504
N -2.6404 0.5449 -0.5683 0.329 -1.082 0.876
O 2.9204 -0.8953 -0.2271 -0.207 -1.406 -0.522
S -2.5523 -1.1459 -0.0623 -0.391 0.686 -0.445
```
Forces are in eV/Å.

Entry 2:
Here is C31H29F9OPdSbSi as an isolated structure in a non-equilibrium geometry from OMol25. Energies are from ωB97M-V with the def2-TZVPD basis set.

Summary:
HOMO-LUMO gap (alpha / beta) = 6.87 / 6.87 eV
Spin multiplicity = 1
Strongest force on any atom = 1.882 eV/Å
HOMO level (alpha / beta) = -0.168 / -0.168 hartree
Net charge = -1

```
73
Properties=species:S:1:pos:R:3:forces:R:3
Pd 0.4341 -0.6761 0.4150 -1.332 1.226 0.151
C 0.7909 6.4809 -2.2772 -0.026 0.034 0.004
C 2.0249 5.8442 -2.3175 0.033 0.021 -0.019
C 2.1479 4.5385 -1.8699 0.037 -0.005 0.015
C 1.0399 3.8485 -1.3835 -0.115 0.018 0.054
C -0.1899 4.4943 -1.3472 -0.091 -0.008 -0.023
C -0.3170 5.8056 -1.7913 -0.022 0.037 -0.014
Sb 1.1931 1.8449 -0.6144 0.713 -0.146 0.116
C 3.0061 2.3293 0.4520 0.038 0.235 -0.109
C 2.8751 3.2160 1.5200 -0.046 -0.007 0.040
C 3.9759 3.6134 2.2624 0.025 -0.018 0.037
C 5.2365 3.1221 1.9481 0.000 0.017 0.042
C 5.3800 2.2362 0.8921 0.051 -0.029 0.015
C 4.2728 1.8441 0.1498 0.011 -0.047 -0.079
C 2.1963 1.0470 -2.3290 -0.060 0.009 -0.095
C 2.8868 -0.1568 -2.2040 -0.035 -0.068 0.089
C 3.5233 -0.7299 -3.2944 0.034 -0.031 -0.020
C 3.4597 -0.1163 -4.5373 -0.017 0.014 -0.010
C 2.7578 1.0721 -4.6792 0.019 -0.025 -0.032
C 2.1334 1.6496 -3.5813 -0.017 0.044 -0.039
H 0.6968 7.5038 -2.6206 -0.003 0.004 -0.009
H 2.8937 6.3687 -2.6966 0.009 0.006 0.003
H 3.1164 4.0519 -1.8981 0.017 -0.010 0.010
H -1.0616 3.9708 -0.9696 0.002 0.004 0.015
H -1.2815 6.2974 -1.7548 -0.003 0.001 -0.001
H 1.8951 3.6037 1.7839 -0.003 0.007 -0.006
H 3.8501 4.2989 3.0915 0.001 0.017 0.003
H 6.0998 3.4264 2.5266 0.009 0.001 0.008
H 6.3578 1.8434 0.6407 0.017 -0.010 0.002
H 4.4112 1.1477 -0.6683 0.000 0.019 -0.019
H 2.9181 -0.6713 -1.2482 -0.027 0.007 -0.040
H 4.0561 -1.6642 -3.1663 -0.001 -0.013 0.004
H 3.9419 -0.5691 -5.3948 0.015 0.001 -0.005
H 2.6895 1.5506 -5.6489 0.004 0.006 -0.007
H 1.5904 2.5779 -3.7140 -0.002 0.001 0.004
F -0.3294 -1.4251 -2.1975 -0.189 0.153 0.014
C -0.1562 -2.0532 -1.0185 1.336 -0.576 1.194
F 0.6843 -3.1043 -1.3012 -0.109 -0.012 -0.268
F -1.3254 -2.6530 -0.7049 -0.191 0.211 -0.112
C -3.6735 1.2727 0.4621 0.059 0.020 -0.024
C -2.3982 0.5779 0.9755 -0.193 -0.032 0.219
O -1.5245 0.3349 -0.0087 0.134 -0.305 -0.223
C -2.8458 -0.7330 1.6878 -0.028 -0.022 -0.020
F -3.6153 -1.4702 0.8747 -0.047 -0.034 -0.072
F -1.8212 -1.5101 2.0631 0.055 -0.004 0.050
F -3.5802 -0.5096 2.8073 -0.064 0.042 0.046
C -1.7697 1.5138 2.0513 0.034 0.048 0.006
F -2.6363 1.9949 2.9665 -0.035 -0.046 0.080
F -0.7731 0.9177 2.7448 0.066 -0.008 -0.047
F -1.2258 2.5974 1.4628 -0.029 0.081 -0.025
H -4.1082 0.6403 -0.3077 0.019 0.004 -0.027
H -3.3828 2.2201 0.0103 0.009 0.010 -0.011
H -4.4068 1.4561 1.2477 -0.007 -0.016 0.007
C 2.9513 -0.1565 2.9228 -0.265 0.166 -0.127
Si 2.2216 -1.4285 1.7414 -0.235 -1.192 -1.222
C 1.4844 -2.8115 2.8028 0.161 0.114 0.167
C 3.6710 -2.2382 0.8137 0.148 0.221 0.203
C 4.9958 -1.8260 0.9752 -0.011 0.048 0.015
C 6.0353 -2.4161 0.2653 0.024 0.066 0.026
C 5.7680 -3.4404 -0.6274 0.019 -0.049 -0.075
C 4.4578 -3.8680 -0.8040 0.034 -0.016 -0.029
C 3.4272 -3.2698 -0.0963 0.022 -0.085 0.047
H 3.5242 -0.7028 3.6756 0.034 -0.015 0.052
H 2.1671 0.4068 3.4327 -0.020 -0.014 0.046
H 3.6012 0.5647 2.4308 0.057 -0.003 -0.001
H 2.2724 -3.2705 3.4089 -0.034 -0.030 0.046
H 1.0329 -3.5818 2.1794 -0.005 -0.017 -0.066
H 0.7115 -2.4294 3.4730 -0.034 0.009 -0.010
H 5.2257 -1.0187 1.6620 0.009 0.014 0.015
H 7.0530 -2.0705 0.4063 0.004 0.004 0.006
H 6.5729 -3.8975 -1.1909 0.002 -0.012 0.009
H 4.2372 -4.6649 -1.5044 -0.003 -0.003 -0.009
H 2.4114 -3.5934 -0.2687 0.038 -0.033 0.038
```
Forces are in eV/Å.

Entry 3:
Here is C16H38BrCuN2O as an isolated structure in a non-equilibrium geometry from OMol25. Energies are from ωB97M-V with the def2-TZVPD basis set.

Summary:
HOMO-LUMO gap (alpha / beta) = 9.15 / 5.58 eV
Spin multiplicity = 2
Strongest force on any atom = 17.329 eV/Å
HOMO level (alpha / beta) = -0.718 / -0.718 hartree
⟨S²⟩ = 0.7547
Net charge = +3

```
59
Properties=species:S:1:pos:R:3:forces:R:3
Cu 3.6270 1.3588 2.1855 0.645 0.192 1.400
Br 2.7568 1.1172 0.1959 16.723 2.947 3.460
C 0.0600 3.9402 0.5883 -0.618 -0.392 -0.789
N -1.2416 3.4023 -0.0839 0.009 -0.079 1.043
C -1.9203 2.4697 0.9190 0.028 0.280 -0.407
C -2.1193 4.6304 -0.4920 0.904 -0.441 -0.202
C -0.8980 2.6300 -1.4053 1.083 2.602 0.506
C 0.4978 1.9244 -1.3868 -3.892 0.866 -1.438
O 0.6192 1.0748 -0.2768 -7.503 5.222 -3.347
H 0.5869 4.4095 -0.2425 0.277 0.329 0.550
H 0.6297 3.1375 1.0565 -0.121 -0.315 -0.628
H -0.1037 4.5882 1.4494 -0.731 0.454 -0.561
H -2.2987 2.9763 1.8069 -0.277 0.583 -0.471
H -1.1843 1.7948 1.3559 0.015 -0.251 -0.612
H -2.7098 1.9729 0.3551 -0.023 -0.161 0.453
H -3.0537 4.3428 -0.9741 0.118 -0.413 0.203
H -1.4905 5.1290 -1.2296 -0.223 0.269 0.085
H -2.3150 5.3135 0.3345 0.150 -0.427 0.208
H -0.7418 3.4575 -2.0973 0.497 0.247 -0.083
H -1.7750 2.2623 -1.9379 -0.143 -1.220 1.014
H 1.2546 2.7087 -1.4018 0.263 -0.436 0.098
H 0.4386 1.3215 -2.2930 0.826 0.393 -0.236
H 1.5522 0.9545 -0.0854 -6.048 -2.249 -1.423
C -1.2103 -0.5014 3.3880 -1.972 1.323 -0.687
C 0.2500 -0.4849 3.1844 -0.342 -0.117 1.010
C 0.6566 -1.3788 2.0630 1.149 -1.388 1.224
C 0.2304 -0.9557 0.7140 -0.116 -3.553 -0.827
N 0.7583 -1.8616 -0.4433 0.361 2.290 -0.333
C 0.5256 -1.0906 -1.7852 1.018 -0.143 -0.479
C 1.9641 -0.6960 -2.3709 -1.715 -1.869 0.981
C 2.7698 -1.8880 -1.8442 0.397 1.283 -0.389
C 2.2998 -1.9636 -0.4103 -0.476 -1.958 0.152
C 0.1180 -3.3034 -0.5432 -1.120 2.958 -0.311
C -1.4676 -3.2463 -0.7410 1.505 -0.924 0.881
C -2.0388 -4.6469 -1.1279 1.208 1.402 0.128
H -1.5297 0.3086 4.0437 -0.085 -0.413 0.504
H -1.6387 -1.4653 3.6625 0.311 0.070 0.408
H -1.7228 -0.2443 2.4610 -0.219 -0.024 -0.347
H 0.6261 -0.8011 4.1574 0.786 -0.233 -0.269
H 0.6578 0.5117 3.0158 -0.089 0.445 -0.054
H 0.3180 -2.3974 2.2526 -0.517 -0.184 0.098
H 1.7154 -1.5025 2.2904 0.592 0.043 -1.236
H 0.5603 0.0496 0.4523 -0.735 -1.957 1.387
H -0.8429 -0.9452 0.5244 -0.111 0.043 0.462
H -0.0109 -1.7625 -2.4551 -0.029 0.246 0.064
H -0.0090 -0.1632 -1.5794 -0.667 -1.324 -0.242
H 1.9826 -0.7516 -3.4593 -0.150 0.887 0.105
H 2.2387 0.2266 -1.8595 0.361 -0.188 -1.256
H 2.5883 -2.7067 -2.5406 -0.222 -0.512 0.642
H 3.8419 -1.7074 -1.9226 0.080 0.009 0.263
H 2.5327 -2.9275 0.0424 0.105 0.134 0.265
H 2.7001 -1.1480 0.1919 -0.222 -0.817 -0.235
H 0.3292 -3.6685 0.4619 0.288 -0.938 -0.608
H 0.7438 -3.5389 -1.4041 -0.464 -1.638 0.263
H -1.9006 -2.4760 -1.3791 0.601 0.047 -0.387
H -1.8294 -3.0061 0.2588 -0.189 -0.033 0.142
H -3.1015 -4.4853 -0.9468 -0.001 -1.034 -0.363
H -1.5433 -5.4224 -0.5438 -0.603 -0.028 0.416
H -1.7327 -4.8764 -2.1485 -0.678 0.094 -0.192
```
Forces are in eV/Å.